(1)
Molecular formula: C27H26F5IrN6O7S2Se
Method: DFT, the ωB97M-V functional and the def2-TZVPD basis

Structure (XYZ):
```
75
Properties=species:S:1:pos:R:3:forces:R:3
Ir 0.126 -0.662 0.345 -0.6 -0.2 0.5
C -2.725 0.481 0.955 0.0 0.0 -0.1
O -1.978 -0.673 0.489 0.1 -0.1 0.1
C -2.316 -1.917 1.148 0.0 0.0 0.0
C -1.466 -2.082 2.384 0.0 0.0 0.0
O -0.089 -2.031 1.945 0.0 -0.2 0.0
C 0.877 -2.269 2.985 0.0 0.1 0.0
H -3.783 0.271 0.812 0.0 0.0 0.0
H -2.424 1.322 0.336 0.0 0.0 0.0
H -2.512 0.683 2.005 0.0 0.0 0.0
H -2.101 -2.698 0.422 0.0 0.0 0.0
H -3.379 -1.923 1.386 0.0 0.0 0.0
H -1.647 -3.051 2.851 0.0 0.0 0.0
H -1.629 -1.287 3.118 0.0 0.0 0.0
H 0.711 -3.267 3.387 0.0 0.0 0.0
H 0.780 -1.518 3.770 0.0 0.0 0.0
H 1.860 -2.213 2.526 0.0 0.0 0.0
N -1.552 -8.417 0.475 0.0 0.0 0.0
C -1.296 -7.206 -0.097 0.0 0.0 0.0
C 0.023 -6.831 -0.411 0.0 0.0 0.0
C 0.288 -5.605 -0.974 0.0 0.0 0.0
C -0.760 -4.716 -1.218 0.0 0.0 0.0
C -2.071 -5.070 -0.920 0.0 0.0 0.0
C -2.337 -6.304 -0.362 0.0 0.0 0.0
S -0.409 -3.175 -1.940 0.1 0.1 -0.1
O 0.422 -3.338 -3.088 0.0 0.0 0.0
O -1.624 -2.402 -2.002 0.0 0.0 0.0
N 0.472 -2.337 -0.807 0.3 0.0 -0.1
C 1.829 -2.253 -0.713 -0.2 0.1 -0.1
N 2.766 -3.068 -1.150 0.0 0.0 0.0
C 4.016 -2.664 -0.930 0.0 0.0 0.0
C 4.354 -1.480 -0.272 0.0 0.0 0.0
C 3.322 -0.701 0.204 0.0 0.0 0.0
N 2.069 -1.102 -0.014 0.0 -0.1 0.0
H -0.837 -9.122 0.469 0.0 0.0 0.0
H -2.498 -8.754 0.503 0.0 0.0 0.0
H 0.832 -7.527 -0.227 0.0 0.0 0.0
H 1.301 -5.333 -1.244 0.0 0.0 0.0
H -2.879 -4.391 -1.158 0.0 0.0 0.0
H -3.360 -6.590 -0.149 0.0 0.0 0.0
H 4.794 -3.324 -1.294 0.0 0.0 0.0
H 5.383 -1.189 -0.132 0.0 0.0 0.0
H 3.464 0.226 0.745 0.0 0.0 0.0
N 0.417 1.454 2.606 -0.1 0.1 0.1
C 0.236 0.738 1.720 0.3 0.3 -0.3
H 0.632 2.314 3.098 0.0 0.0 -0.1
N -0.001 0.338 -1.461 0.0 0.1 0.0
C -0.281 1.780 -1.663 -0.1 0.0 0.0
C -0.628 2.188 -2.946 0.0 0.0 0.0
C -0.931 3.521 -3.177 0.0 0.0 0.0
C -0.911 4.433 -2.127 0.0 0.1 0.0
C -0.569 4.007 -0.860 0.0 0.0 0.0
C -0.237 2.683 -0.624 0.0 0.0 -0.1
S -1.344 6.170 -2.367 0.0 0.0 0.0
O -2.778 6.114 -2.532 0.0 0.0 0.0
O -0.899 6.782 -1.116 0.0 0.0 0.0
O -0.577 6.548 -3.531 0.0 0.0 0.0
H -0.774 -0.174 -1.901 0.1 -0.1 0.0
H 0.812 0.085 -2.024 0.0 0.1 0.0
H -0.658 1.472 -3.760 0.0 0.0 0.0
H -1.186 3.865 -4.171 0.0 0.0 0.0
H -0.563 4.741 -0.066 0.0 0.0 0.0
H 0.071 2.394 0.361 0.0 0.0 0.1
F 0.001 8.545 0.926 0.0 0.0 0.0
C 0.649 7.413 0.972 0.0 0.0 0.0
C 1.693 7.170 0.088 0.1 0.0 0.0
F 2.013 8.077 -0.811 0.0 0.0 0.0
C 2.371 5.973 0.156 0.0 0.0 0.0
F 3.347 5.751 -0.708 0.0 0.0 0.0
C 2.037 4.981 1.097 -0.1 -0.1 0.0
Se 2.877 3.342 1.100 0.1 0.0 0.0
C 0.984 5.276 1.976 0.0 0.0 0.1
F 0.593 4.363 2.898 0.0 0.0 0.0
C 0.295 6.459 1.927 0.0 0.0 0.0
F -0.708 6.700 2.762 0.0 0.0 0.0
```
Positions in Å, forces in eV/Å.

## Properties
charge	+1
calculated total energy	-5700.8149	Eh
multiplicity	2
frontier orbital gap (alpha / beta)	6.095 / 5.008	eV
E_LUMO (alpha / beta)	-3.80 / -4.88	eV
E_HOMO (alpha / beta)	-9.89 / -9.89	eV
maximum force	0.8	eV Å⁻¹

Löwdin atomic charge list, values in e, 6 entries:
1. Ir 1.44
2. C 0.00
3. O -0.35
4. C -0.13
5. C -0.12
6. O -0.36

---

(2)
Molecular formula: C10H6ClFNO2
Method: DFT, the ωB97M-V functional and the def2-TZVPD basis

Structure (XYZ):
```
21
Properties=species:S:1:pos:R:3:forces:R:3
C 0.136 -0.897 -1.958 -2.0 0.6 -2.6
C 1.160 -1.088 -1.101 3.1 -1.2 -0.2
C -1.006 -0.219 -1.574 -0.6 -0.3 0.2
C 1.142 -0.651 0.171 0.5 -0.1 3.0
C -0.944 0.211 -0.277 -3.0 0.8 0.0
C -3.152 0.385 1.392 1.1 0.1 -1.3
C -0.010 0.089 0.702 2.6 -2.7 -3.3
C 1.008 0.074 3.154 -1.4 0.6 -0.5
C -1.039 1.586 2.109 -0.5 1.9 -0.9
C -2.530 1.174 2.202 1.5 0.7 1.9
N -0.042 0.571 1.882 -0.6 1.6 3.7
O 1.270 -1.089 3.101 0.4 -1.4 -0.6
O 1.186 0.997 3.893 0.2 1.4 0.7
F -3.079 1.751 3.374 -0.1 -0.6 -1.2
Cl -4.686 -0.212 1.185 -0.5 -0.2 0.1
H 0.066 -1.122 -3.008 0.9 -0.6 -0.3
H 2.136 -1.562 -1.396 -1.3 0.2 -0.1
H -1.849 -0.129 -2.314 0.8 0.2 1.2
H 1.979 -1.005 0.878 -1.5 1.0 -1.1
H -1.081 2.344 1.096 0.5 -1.6 2.7
H -0.786 2.102 3.097 -0.2 -0.5 -1.6
```
Positions in Å, forces in eV/Å.

## Properties
charge	-1
calculated total energy	-1149.8217	Eh
frontier orbital gap (alpha / beta)	6.581 / 7.099	eV
E_LUMO (alpha / beta)	2.31 / 2.97	eV
E_HOMO (alpha / beta)	-4.27 / -4.13	eV
maximum force	5.0	eV Å⁻¹

Löwdin atomic charge list, values in e, 6 entries:
1. C -0.18
2. C -0.17
3. C -0.12
4. C -0.01
5. C 0.08
6. C -0.53

---

(3)
Molecular formula: C6H12N2
Method: DFT, the ωB97M-V functional and the def2-TZVPD basis

Structure (XYZ):
```
20
Properties=species:S:1:pos:R:3:forces:R:3
C -0.743 0.632 -0.654 -0.6 -0.2 -0.5
C -1.470 -0.690 -0.540 0.1 0.0 0.0
C -1.324 1.588 -1.668 0.3 0.0 0.3
C 1.331 -0.912 2.160 0.0 0.2 0.1
N 0.680 0.671 -0.490 0.3 0.9 -0.6
N -0.196 1.130 0.573 -0.3 -0.1 1.0
C 1.452 -0.487 -0.334 0.1 -0.5 -0.1
C 1.785 -1.161 0.759 0.0 0.0 0.1
H -0.149 2.148 0.616 0.1 -0.1 -0.4
H 1.843 -0.788 -1.305 0.0 0.0 0.2
H 2.483 -1.979 0.640 0.0 -0.1 -0.2
H -1.006 -1.317 0.228 -0.1 0.1 -0.2
H -2.517 -0.508 -0.274 0.1 -0.1 0.0
H -1.440 -1.215 -1.502 0.0 0.0 0.2
H -1.411 1.099 -2.634 -0.1 0.0 -0.1
H -2.312 1.906 -1.346 -0.2 0.0 0.0
H -0.682 2.461 -1.776 0.0 0.0 0.0
H 0.894 -1.824 2.572 0.0 0.0 0.1
H 0.595 -0.107 2.190 0.2 -0.3 0.2
H 2.189 -0.645 2.784 -0.1 0.0 0.1
```
Positions in Å, forces in eV/Å.

## Properties
calculated total energy	-345.2447	Eh
frontier orbital gap	9.425	eV
E_LUMO	1.04	eV
E_HOMO	-8.38	eV
maximum force	1.1	eV Å⁻¹
structure (SMILES)	C/C=C\N1NC1(C)C

Löwdin atomic charge list, values in e, 6 entries:
1. C -0.57
2. C -0.01
3. C -0.02
4. C -0.11
5. N -0.04
6. N 0.09

---

(4)
Molecular formula: C28H28BF7O2
Method: DFT, the ωB97M-V functional and the def2-TZVPD basis

Structure (XYZ):
```
66
Properties=species:S:1:pos:R:3:forces:R:3
F 4.121 3.089 -1.732 -1.2 0.0 -0.1
C 2.748 3.187 -1.671 0.3 0.5 -0.2
C 2.214 4.271 -0.979 -0.3 -0.4 -0.5
C 0.821 4.331 -0.985 -0.1 0.5 -0.2
F 0.223 5.400 -0.369 0.4 -0.7 -0.5
C 0.008 3.400 -1.626 0.3 0.0 0.7
C 0.577 2.234 -2.169 0.3 0.7 0.7
C -0.338 1.113 -2.572 -2.1 0.9 -2.6
C 0.217 0.250 -3.670 -0.4 -0.4 -0.8
C -0.492 0.197 -4.881 0.0 -0.7 -0.4
C -0.008 -0.583 -5.941 -0.1 0.4 -0.2
F -0.668 -0.538 -7.142 0.4 -0.1 1.0
C 1.151 -1.361 -5.865 -0.3 0.6 0.3
C 1.818 -1.276 -4.652 0.4 -0.1 0.0
F 2.964 -2.016 -4.506 -0.8 0.7 0.0
C 1.415 -0.456 -3.596 0.4 -0.7 -0.3
C 1.973 2.231 -2.322 0.6 -0.5 0.6
H 2.840 5.074 -0.606 -0.2 -0.2 0.2
H -1.067 3.542 -1.634 0.2 0.0 0.1
H -1.253 1.563 -2.938 0.4 0.6 -0.9
H -1.446 0.718 -4.986 0.4 -0.1 -0.1
H 1.561 -1.901 -6.717 -0.3 0.0 0.3
H 2.069 -0.418 -2.737 -0.2 -0.1 -0.1
H 2.512 1.467 -2.883 -0.3 0.3 0.3
C 1.352 -1.970 -0.771 0.3 0.1 -0.3
C 0.895 -1.856 0.669 -0.7 -0.6 -0.7
C 1.282 -3.116 1.452 0.2 0.0 0.1
C 1.266 -0.490 1.347 -0.3 0.8 0.3
C 1.351 -0.586 2.880 0.2 -0.1 0.0
C 2.471 0.235 0.803 0.3 -0.1 -0.2
O 0.122 0.382 1.049 -0.5 -1.6 1.1
B -0.899 -0.597 1.189 1.3 0.3 -2.9
C -2.027 -0.557 2.166 -0.9 0.2 0.6
C -2.027 0.483 3.111 -0.3 -0.6 0.1
C -2.449 0.200 4.395 -0.3 0.9 0.5
C -2.902 -1.059 4.743 -0.2 -0.5 0.3
C -3.220 -1.374 6.202 0.0 0.0 0.6
F -3.808 -2.596 6.384 0.6 1.1 -0.3
F -2.052 -1.375 6.933 -1.1 0.0 -0.5
F -4.051 -0.451 6.790 0.9 -0.8 -0.6
C -3.009 -2.046 3.770 -0.6 0.0 0.1
C -2.611 -1.796 2.466 -0.1 0.2 0.7
C -1.596 0.412 -1.368 3.4 -2.8 0.3
C -2.297 1.493 -0.647 0.0 1.3 0.7
O -0.570 -1.807 0.565 0.7 0.5 1.6
H 2.446 -1.956 -0.854 -0.2 0.0 -0.1
H 0.987 -2.904 -1.226 0.0 0.3 0.3
H 0.921 -1.140 -1.352 0.3 -0.5 0.4
H 2.376 -3.150 1.564 -0.2 0.0 0.1
H 0.820 -3.165 2.449 0.2 0.1 -0.3
H 0.991 -4.030 0.911 0.0 0.4 0.0
H 2.281 -1.103 3.151 -0.3 0.1 0.1
H 1.368 0.427 3.310 0.0 -0.3 -0.2
H 0.491 -1.115 3.322 0.3 0.1 -0.2
H 3.371 -0.374 0.959 0.0 0.2 -0.1
H 2.345 0.448 -0.269 0.1 -0.1 0.4
H 2.576 1.197 1.329 0.0 -0.4 -0.2
H -1.664 1.483 2.874 0.2 -0.4 -0.1
H -2.433 0.989 5.139 0.0 -0.1 0.1
H -3.428 -3.002 4.034 0.0 -0.2 0.1
H -2.716 -2.602 1.737 0.4 0.4 0.1
H -0.251 0.207 -1.434 -3.9 0.0 2.7
H -2.139 -0.617 -1.321 1.7 1.8 -1.6
H -3.013 2.101 -1.295 0.9 -0.4 0.5
H -2.951 1.085 0.166 0.6 0.1 -0.7
H -1.559 2.171 -0.143 -0.9 -0.4 -0.3
```
Positions in Å, forces in eV/Å.

## Properties
calculated total energy	-1958.0603	Eh
frontier orbital gap	7.417	eV
E_LUMO	0.00	eV
E_HOMO	-7.42	eV
maximum force	4.7	eV Å⁻¹

Löwdin atomic charge list, values in e, 6 entries:
1. F 0.04
2. C -0.24
3. C 0.07
4. C -0.23
5. F 0.05
6. C 0.03

---

(5)
Molecular formula: C9H6Cl2InN2O4Ru
Method: DFT, the ωB97M-V functional and the def2-TZVPD basis

Structure (XYZ):
```
25
Properties=species:S:1:pos:R:3:forces:R:3
In 2.687 -5.273 -0.412 0.2 0.3 -0.3
Ru 2.204 -0.311 0.036 1.5 0.8 -2.9
Cl 1.979 -2.606 -0.970 0.2 0.4 0.7
Cl 3.011 1.749 0.509 0.5 -1.2 0.3
C 2.081 -1.134 1.614 0.0 -3.8 7.9
C 2.427 -4.989 -2.857 -1.3 2.8 -3.4
C 4.854 -4.022 -0.337 2.5 3.3 -1.1
O 2.031 -1.738 2.629 0.1 3.1 -5.3
O 2.109 -4.332 -3.744 1.4 -3.0 3.3
O 5.550 -3.135 -0.552 -2.5 -3.5 1.0
N -4.280 2.423 1.112 1.4 1.4 -2.3
C -3.380 2.743 0.129 -1.4 -3.0 3.9
O -3.609 3.605 -0.712 -0.1 1.2 -1.1
C -2.111 1.933 0.112 1.6 -0.2 -0.9
C -1.919 0.736 0.806 -0.3 -0.2 0.2
C -0.694 0.069 0.746 0.0 0.6 -0.4
N 0.344 0.550 0.020 -2.6 0.9 -0.1
C 0.155 1.687 -0.702 0.0 -0.5 0.4
C -1.046 2.386 -0.677 0.1 0.2 -0.3
H -5.077 3.036 1.196 -0.6 0.1 0.2
H -4.014 1.892 1.927 0.2 0.0 0.2
H -2.703 0.277 1.395 0.0 0.0 0.0
H -0.500 -0.863 1.275 -0.4 0.3 0.0
H 1.029 2.035 -1.254 -0.5 0.2 -0.1
H -1.126 3.281 -1.289 0.0 0.0 0.1
```
Positions in Å, forces in eV/Å.

## Properties
charge	+4
calculated total energy	-1960.5888	Eh
multiplicity	6
frontier orbital gap (alpha / beta)	7.173 / 5.603	eV
E_LUMO (alpha / beta)	-15.14 / -17.47	eV
E_HOMO (alpha / beta)	-22.31 / -23.08	eV
maximum force	8.7	eV Å⁻¹

Löwdin atomic charge list, values in e, 6 entries:
1. In 1.12
2. Ru 0.95
3. Cl 0.08
4. Cl 0.41
5. C -0.32
6. C -0.01

---

(6)
Molecular formula: C6H10N
Method: DFT, the ωB97M-V functional and the def2-TZVPD basis

Structure (XYZ):
```
17
Properties=species:S:1:pos:R:3:forces:R:3
C 2.676 -0.614 -0.345 -2.4 -0.5 -0.9
C 1.517 -0.523 -0.680 1.7 1.7 -0.3
C -1.984 -0.573 -0.821 2.9 1.1 0.3
C -0.776 -0.536 -0.166 -2.5 -0.2 -1.7
C -0.544 -1.080 1.198 2.6 0.1 0.4
C 0.274 -0.016 -0.992 -1.1 -0.4 1.6
N 0.342 2.020 0.063 4.7 -2.3 1.8
H 3.420 -1.210 0.002 2.5 -0.7 1.0
H -2.150 -0.129 -1.783 0.2 0.1 -0.4
H -2.796 -0.988 -0.367 -2.2 -1.3 1.1
H -1.353 -0.980 1.878 -0.9 0.2 0.3
H -0.213 -2.141 1.245 -0.3 0.6 -0.4
H 0.341 -0.508 1.613 -1.0 -0.6 -0.1
H 0.007 0.371 -1.947 0.2 0.4 -0.6
H 0.471 1.714 1.082 0.1 0.2 -1.8
H -0.420 2.574 0.147 -3.3 2.4 -0.4
H 1.187 2.618 -0.127 -1.2 -0.7 0.0
```
Positions in Å, forces in eV/Å.

## Properties
charge	+1
calculated total energy	-288.9638	Eh
frontier orbital gap	8.314	eV
E_LUMO	-6.15	eV
E_HOMO	-14.47	eV
maximum force	5.5	eV Å⁻¹

Löwdin atomic charge list, values in e, 6 entries:
1. C 0.26
2. C -0.08
3. C 0.20
4. C -0.34
5. C -0.03
6. C -0.01

---

Which of these has the highest maximum force? C9H6Cl2InN2O4Ru